ORCA calculation (ωB97M-V with the def2-TZVPD basis set) on a single C11H14 molecule.

The geometry in ORCA input format:
```
! RIJCOSX wB97M-V def2-TZVPD def2/J DEFGRID3
* xyz 0 1
C 0.59169 -2.95628 1.31063
C -0.41099 -2.35848 1.58640
C -1.44927 -1.41793 1.67088
C -1.19530 -0.13276 1.46430
C 0.16261 0.32840 1.37543
C 0.38599 1.09611 0.05463
C -0.35901 2.45411 -0.03127
C 1.94577 1.46166 -0.12255
C -0.07071 0.26052 -1.04077
C -0.30323 -0.58033 -1.86621
C -0.58470 -1.54493 -2.89158
H 1.49553 -3.42788 1.27172
H -2.45370 -1.86814 1.66516
H -2.15133 0.47233 1.53172
H 0.39426 1.04454 2.13965
H 0.89149 -0.40003 1.68691
H -1.29477 2.43215 0.48785
H -0.42503 2.74997 -1.13682
H 0.23290 3.07267 0.70591
H 2.06553 2.28732 -0.74778
H 2.47370 0.60680 -0.57043
H 2.23530 1.70477 0.87783
H -0.99080 -2.34589 -2.34093
H -1.36023 -1.17158 -3.47274
H 0.17429 -1.76713 -3.60792
*
```

Its energy above the lowest of the compared OMol25 structures with the same formula, charge and spin is 82.5 kcal per mole. As for the structure (SMILES): C#C/C=C\CC(C)(C)C#CC. As for the total energy: -427.35024 a.u. The value obtained for the HOMO energy is -8.799 eV. The value obtained for the orbital gap is 9.692 eV.

=====

ORCA calculation (ωB97M-V with the def2-TZVPD basis set) on C21H22BeClF2N2OSi as an isolated structure.

The geometry in ORCA input format:
```
! RIJCOSX wB97M-V def2-TZVPD def2/J DEFGRID3
* xyz -1 1
Be 0.37808 -1.52014 -1.30727
Cl -2.15345 1.48982 -6.75809
C -1.80439 0.57551 -5.31424
C -2.70417 -0.39485 -4.90271
C -2.38632 -1.16908 -3.79134
C -1.20625 -0.96944 -3.09396
O -0.83978 -1.78806 -2.12599
C -0.35239 0.11545 -3.44908
C 0.72554 0.50767 -2.65010
N 0.95560 0.04480 -1.40778
C 1.84456 0.67030 -0.57632
C 2.78053 1.63254 -1.04862
C 3.72443 2.18409 -0.22927
C 3.82795 1.79076 1.09696
C 2.92201 0.87498 1.62678
C 3.03930 0.42399 2.96670
C 2.14161 -0.51325 3.44431
C 1.04982 -0.84743 2.69419
N 0.84439 -0.29945 1.44735
C 1.85148 0.38112 0.81065
C -0.65205 0.84561 -4.62023
H -3.62478 -0.55603 -5.43867
H -3.05596 -1.94511 -3.45104
H 1.29425 1.35046 -3.02581
H 2.76629 1.92347 -2.08437
H 4.40904 2.91943 -0.63255
H 4.60199 2.20033 1.72924
H 3.88080 0.75623 3.55860
H 2.27258 -0.95766 4.41949
H 0.32807 -1.57354 3.01399
H 0.02201 1.62641 -4.94349
F 1.28271 -3.35670 0.58458
C 1.35890 -2.96815 -0.75419
F 2.72116 -2.77606 -0.96092
H 1.15516 -3.90878 -1.29875
C -2.00879 -0.89310 3.85317
Si -1.87598 0.14277 2.24669
C -1.64371 1.95697 2.80551
C -3.51985 -0.06564 1.29309
C -0.51017 -0.33327 0.96766
H -2.94863 -0.68701 4.35854
H -1.20939 -0.65142 4.54707
H -1.97144 -1.96123 3.66131
H -2.36337 2.22395 3.57481
H -1.77189 2.65419 1.98364
H -0.65162 2.11443 3.21848
H -4.37351 0.19354 1.91235
H -3.65402 -1.09101 0.96131
H -3.55087 0.56267 0.40832
H -0.59867 0.37836 0.14863
H -0.74681 -1.31346 0.53136
*
```

As for the total energy: -1962.49146 a.u. The value obtained for the HOMO energy (spin up / spin down) is -2.415 / -2.854 eV. The value obtained for the orbital gap (spin up / spin down) is 5.163 / 5.606 eV.

=====

ORCA calculation (ωB97M-V with the def2-TZVPD basis set) on a 2-piece molecular cluster, C2H6NOS overall.

The geometry in ORCA input format:
```
! RIJCOSX wB97M-V def2-TZVPD def2/J DEFGRID3
* xyz -1 1
C -2.00917 1.11557 0.49444
S -0.86240 1.68913 -0.83009
H -2.17988 1.94107 1.18481
H -2.98166 0.80931 0.10410
H -1.54834 0.28873 1.04431
C 1.73093 -1.31936 0.56054
N 0.64416 -0.97295 -0.11087
O 2.18302 -2.45479 0.68124
H 2.21701 -0.46401 1.06134
H 0.31668 0.00557 -0.32977
H 0.19584 -1.69655 -0.65670
*
```

Its energy above the lowest of the compared OMol25 structures with the same formula, charge and spin is 15.3 kcal per mole. As for the total energy: -608.04210 a.u. The value obtained for the HOMO energy is -2.912 eV. The value obtained for the orbital gap is 6.990 eV.

=====

ORCA calculation (ωB97M-V with the def2-TZVPD basis set) on a 4-piece molecular cluster, C4H17N2O2 overall.

The geometry in ORCA input format:
```
! RIJCOSX wB97M-V def2-TZVPD def2/J DEFGRID3
* xyz 2 2
C 0.00947 -0.11172 0.25316
C -1.42283 -0.67927 0.36635
C -2.38614 0.19882 1.12040
C -3.12233 1.06192 0.10923
N -3.85557 0.09681 -0.77948
N 0.93951 -1.16548 -0.55033
H -1.34088 1.21076 2.44373
H 0.00839 0.76871 -0.42923
H -1.78666 -1.03895 -0.66670
H -1.38603 -1.57232 0.92068
H -1.78438 0.86669 1.78351
H -3.10952 -0.39014 1.79911
H -3.85132 1.81076 0.47160
H -2.19586 1.70816 -0.56121
H -4.71664 -0.15873 -0.37828
H -4.23801 0.78009 -1.39289
H 1.93218 -1.24205 -0.27703
H 0.65399 -2.01284 -0.20120
H 0.95973 -1.32864 -1.60114
H 4.39740 -0.26978 -0.21470
H 3.90863 -0.79380 1.15034
O 3.72269 -0.80441 0.18159
H 5.96259 1.72294 -1.02447
H 6.58021 0.59678 -1.67826
O 6.12138 0.74566 -0.84477
*
```

Its energy above the lowest of the compared OMol25 structures with the same formula, charge and spin is 150.8 kcal per mole. As for the total energy: -421.66578 a.u. The value obtained for the HOMO energy (spin up / spin down) is -16.709 / -16.709 eV. The value obtained for the orbital gap (spin up / spin down) is 5.500 / 5.407 eV.

=====

ORCA calculation (ωB97M-V with the def2-TZVPD basis set) on an isolated ion of composition C4H11N4 and charge +1.

The geometry in ORCA input format:
```
! RIJCOSX wB97M-V def2-TZVPD def2/J DEFGRID3
* xyz 1 3
C -0.85115 0.63503 1.32813
C -0.11926 -0.13167 3.30091
C 0.22845 -1.48579 -2.47058
C 0.46072 1.28375 -1.79558
N -0.77018 0.83403 0.04610
N -0.24685 -0.34773 1.89570
N -0.03554 -0.98044 -1.14600
N -0.09800 0.27855 -0.94330
H -1.37313 1.31390 1.94079
H 0.46035 -0.92708 1.47140
H 0.49721 -0.87491 3.80716
H 0.29353 0.90008 3.41669
H -1.06539 -0.16644 3.77014
H -0.29546 -0.94239 -3.13809
H 1.30769 -1.33413 -2.76912
H -0.09995 -2.47503 -2.39270
H 1.49532 0.99880 -2.01658
H 0.24514 2.35931 -1.48909
H -0.03351 1.06218 -2.81600
*
```

Its energy above the lowest of the compared OMol25 structures with the same formula, charge and spin is 38.5 kcal per mole. As for the total energy: -377.56161 a.u. The value obtained for the HOMO energy (spin up / spin down) is -11.625 / -14.321 eV. The value obtained for the orbital gap (spin up / spin down) is 8.558 / 6.848 eV.

=====

ORCA calculation (ωB97M-V with the def2-TZVPD basis set) on a 11-piece molecular cluster, BH24O10 overall.

The geometry in ORCA input format:
```
! RIJCOSX wB97M-V def2-TZVPD def2/J DEFGRID3
* xyz -1 1
B 1.05597 -0.24216 -0.62902
H 0.07853 0.05444 0.16112
H 1.02499 0.62301 -1.49479
H 2.16307 -0.28389 -0.01083
H 0.86991 -1.34654 -1.20630
O -0.11573 -0.59968 -4.05465
H 0.46931 -0.67942 -3.28178
H -0.01135 -1.24501 -4.71978
O -0.86859 -3.68452 -0.83390
H -0.07676 -3.27167 -0.45099
H -1.22325 -3.03674 -1.45897
O -2.36334 0.97497 1.83480
H -1.66148 1.53150 1.49801
H -2.56260 0.26353 1.27287
O 1.55466 2.92748 0.50402
H 2.04327 2.09732 0.32692
H 1.13022 3.08869 -0.31403
O -0.03912 -0.34966 3.62926
H 0.85310 -0.61879 3.44963
H -0.42680 -0.10644 2.74613
O 2.66860 -0.56484 2.86855
H 3.29253 -0.17841 3.41394
H 2.79327 -0.27197 1.97236
O -3.02901 -0.94894 0.19476
H -2.67116 -1.56547 0.82036
H -2.41435 -0.81763 -0.51917
O 0.26702 3.57555 -1.82369
H -0.70671 3.75985 -1.83671
H 0.26530 2.70742 -2.20289
O -2.20438 1.75876 -1.24569
H -1.50521 1.16067 -1.19437
H -2.00195 2.16113 -2.10138
O 0.85408 -2.61267 1.62477
H 1.61851 -2.26699 2.15936
H 0.87946 -1.99285 0.90207
*
```

Its energy above the lowest of the compared OMol25 structures with the same formula, charge and spin is 26.9 kcal per mole. As for the total energy: -791.65153 a.u. The value obtained for the HOMO energy is -7.013 eV. The value obtained for the orbital gap is 9.646 eV.